1.
# C3H7NO2

C3H7NO2 in the gas phase (ωB97M-V/def2-TZVPD, the OMol25 dataset).

Last columns: bonded neighbours and bond lengths (Å).
Geometry (Å):
1 H -2.03613 0.22019 -0.11449  C11 1.096
2 N 0.72413 -1.31240 -1.02913  C6 1.381, H8 1.001, H9 1.012
3 H -0.75436 1.18151 1.70927  C13 1.101
4 O -0.97932 -0.58578 -2.39495  C6 1.214
5 H -0.78243 -0.96901 0.53629  C11 1.097
6 C -0.40803 -0.57801 -1.32428  N2 1.381, O4 1.214, C11 1.524
7 H 1.56318 1.38015 1.37019  O10 0.963
8 H 0.98413 -2.07293 -1.62636  N2 1.001
9 H 1.41403 -0.87231 -0.43349  N2 1.012
10 O 1.09173 0.66542 0.93019  H7 0.963, C13 1.419
11 C -0.97606 -0.04149 -0.01628  H1 1.096, H5 1.097, C6 1.524, C13 1.519
12 H -0.29266 2.02868 0.20798  C13 1.099
13 C -0.25603 1.06493 0.73449  H3 1.101, O10 1.419, C11 1.519, H12 1.099

For the molecular weight, the calculation gives 89.09 u. Its net charge is 0. As for the SMILES: NC(=O)CCO. The value obtained for the relative energy (zero: lowest compared OMol25 entry of this formula, charge and spin) is 1.090 eV. The total energy comes out at -8809.4385 eV.

2.
# C3H7NO2

C3H7NO2 in the gas phase (ωB97M-V/def2-TZVPD, the OMol25 dataset).

Last columns: bonded neighbours and bond lengths (Å).
Geometry (Å):
1 O -0.28340 1.72210 0.71133  H3 0.968, C4 1.409
2 H -1.23949 -0.80747 0.99057  C8 1.093
3 H 0.65215 1.47656 0.68725  O1 0.968
4 C -0.95495 0.94519 -0.25360  O1 1.409, C8 1.523, H9 1.104, H12 1.094
5 O 0.92799 -2.08294 0.63730  C6 1.243
6 C 0.58149 -1.05625 0.02838  O5 1.243, C8 1.497, N11 1.341
7 H -1.37897 -1.12914 -0.73896  C8 1.097
8 C -0.82749 -0.54930 0.01141  H2 1.093, C4 1.523, C6 1.497, H7 1.097
9 H -0.60627 1.17675 -1.27491  C4 1.104
10 H 2.17571 -1.39522 -0.14091  N11 1.119
11 N 1.65220 -0.49646 -0.55272  C6 1.341, H10 1.119, H13 1.023
12 H -2.00788 1.23599 -0.20206  C4 1.094
13 H 1.64129 0.23099 -1.27212  N11 1.023

For the molecular weight, the calculation gives 89.09 u. Its net charge is 0. As for the SMILES: NC(=O)CCO. The value obtained for the relative energy (zero: lowest compared OMol25 entry of this formula, charge and spin) is 1.893 eV. The total energy comes out at -8808.6363 eV.

3.
# C3H7NO2

C3H7NO2 in the gas phase (ωB97M-V/def2-TZVPD, the OMol25 dataset).

Last columns: bonded neighbours and bond lengths (Å).
Geometry (Å):
1 H 0.93992 -0.62584 -2.17687  N13 1.005
2 H -0.99319 -0.09697 2.04133  C9 1.098
3 H 0.16946 -1.63380 -0.25950  C6 1.096
4 H -0.07533 1.59109 0.77164  O5 0.978
5 O 0.55840 1.02925 1.26082  H4 0.978, C9 1.408
6 C -0.49394 -0.81062 0.03024  H3 1.096, H7 1.096, C9 1.555, C11 1.517
7 H -1.51959 -1.19750 0.05262  C6 1.096
8 O -1.10174 1.34815 -0.80385  C11 1.228
9 C -0.10275 -0.20479 1.40789  H2 1.098, O5 1.408, C6 1.555, H12 1.095
10 H 0.45665 0.96731 -2.66024  N13 1.010
11 C -0.46572 0.31433 -0.98732  C6 1.517, O8 1.228, N13 1.354
12 H 0.57933 -0.88355 1.92976  C9 1.095
13 N 0.30557 0.14911 -2.08773  H1 1.005, H10 1.010, C11 1.354

For the molecular weight, the calculation gives 89.09 u. Its net charge is 0. As for the SMILES: NC(=O)CCO. The value obtained for the relative energy (zero: lowest compared OMol25 entry of this formula, charge and spin) is 0.656 eV. The total energy comes out at -8809.8727 eV.

4.
# C3H7NO2

C3H7NO2 in the gas phase (ωB97M-V/def2-TZVPD, the OMol25 dataset).

Last columns: bonded neighbours and bond lengths (Å).
Geometry (Å):
1 C 0.17431 0.79482 -0.79582  H2 1.090, C3 1.501, H8 1.091, N13 1.605
2 H 0.89421 1.59697 -0.63323  C1 1.090
3 C 0.42964 -0.39922 0.07744  C1 1.501, O4 1.246, C10 1.567
4 O 1.53728 -0.96031 0.17818  C3 1.246
5 O -1.30501 0.65928 1.62137  C10 1.407, H11 0.972
6 H -1.20059 -1.30498 1.11105  C10 1.092
7 H 0.07479 -0.72358 2.19654  C10 1.094
8 H -0.86505 1.12592 -0.81802  C1 1.091
9 H -0.23826 -0.96145 -2.21961  N13 1.018
10 C -0.52517 -0.47169 1.31742  C3 1.567, O5 1.407, H6 1.092, H7 1.094
11 H -0.74469 1.29877 2.09206  O5 0.972
12 H 1.37429 -0.47224 -2.07772  N13 1.022
13 N 0.39424 -0.18230 -2.04968  C1 1.605, H9 1.018, H12 1.022

For the molecular weight, the calculation gives 89.09 u. Its net charge is 0. As for the SMILES: NCC(=O)CO. The value obtained for the relative energy (zero: lowest compared OMol25 entry of this formula, charge and spin) is 3.172 eV. The total energy comes out at -8807.3566 eV.

5.
# C3H7NO2

C3H7NO2 in the gas phase (ωB97M-V/def2-TZVPD, the OMol25 dataset).

Last columns: bonded neighbours and bond lengths (Å).
Geometry (Å):
1 H -0.18414 -1.78188 0.21019  C11 1.099
2 H 0.70707 -0.87266 2.06582  O4 0.958
3 H 1.48928 0.49663 -0.83648  C10 1.118
4 O 1.28285 -0.69621 1.32088  H2 0.958, C11 1.417
5 O -0.59120 1.44021 -1.58665  C9 1.200
6 N -1.64518 1.32422 0.42047  H8 1.027, C9 1.435, H13 1.007
7 H 1.51680 -1.96125 -0.27517  C11 1.094
8 H -1.69096 2.33233 0.61257  N6 1.027
9 C -0.76981 0.79988 -0.58789  O5 1.200, N6 1.435, C10 1.664
10 C 0.57531 -0.14727 -0.83763  H3 1.118, C9 1.664, C11 1.482, H12 1.104
11 C 0.77838 -1.25811 0.12155  H1 1.099, O4 1.417, H7 1.094, C10 1.482
12 H 0.47598 -0.50966 -1.87539  C10 1.104
13 H -1.94438 0.83378 1.24776  N6 1.007

For the molecular weight, the calculation gives 89.09 u. Its net charge is 0. As for the SMILES: NC(=O)CCO. The value obtained for the relative energy (zero: lowest compared OMol25 entry of this formula, charge and spin) is 2.826 eV. The total energy comes out at -8807.7033 eV.

6.
# C3H7NO2

C3H7NO2 in the gas phase (ωB97M-V/def2-TZVPD, the OMol25 dataset).

Last columns: bonded neighbours and bond lengths (Å).
Geometry (Å):
1 C -0.36505 -1.26878 -1.99536  O6 1.466, H8 1.219, H11 1.190, H13 1.232
2 H -0.17586 2.08219 1.68881  C5 0.990
3 N -0.83740 0.45298 -0.07116  C4 1.345, O6 1.516
4 C 0.44337 0.10602 0.14674  N3 1.345, H7 1.188, O12 1.283
5 C 0.24276 1.29175 2.11344  H2 0.990, H9 1.188, H10 1.096, O12 1.506
6 O -1.27328 -0.38976 -1.25351  C1 1.466, N3 1.516
7 H 0.99660 -0.90008 -0.15657  C4 1.188
8 H -1.17929 -1.80667 -2.72564  C1 1.219
9 H 1.18038 1.54955 2.79608  C5 1.188
10 H -0.60695 0.72713 2.51305  C5 1.096
11 H 0.03552 -0.48910 -2.79953  C1 1.190
12 O 1.13251 0.62656 1.09592  C4 1.283, C5 1.506
13 H 0.40667 -1.98177 -1.35228  C1 1.232

For the molecular weight, the calculation gives 89.09 u. Its net charge is 0. As for the SMILES: CO/C=N/OC. The value obtained for the relative energy (zero: lowest compared OMol25 entry of this formula, charge and spin) is 6.509 eV. The total energy comes out at -8804.0195 eV.